The following is a DFT calculation (the ωB97M-V functional and the def2-TZVPD basis) of a structure of composition C19H27Cl3F6N2O3PS2SiV.

Structure (XYZ):
```
65
Properties=species:S:1:pos:R:3:mulliken_charge:R:1
V -0.24408 0.40625 0.65287 0.5428
C -1.07724 2.75825 -2.58182 -1.0434
C -1.82336 1.77946 -1.74489 0.6112
O -1.27426 1.18809 -0.78711 -0.1137
N -3.08622 1.51311 -2.04433 -0.0708
C -3.78277 0.34320 -1.54182 -0.6841
C -3.16224 -0.95026 -2.04728 0.6407
C -3.69994 -2.17102 -1.65982 -0.6216
C -3.06375 -3.32745 -2.06886 -0.4263
C -1.92006 -3.22436 -2.84724 -0.5032
C -1.48342 -1.96164 -3.20739 -0.3697
N -2.09507 -0.84146 -2.82468 -0.1561
H -0.27160 3.21821 -2.02034 0.0137
H -1.74310 3.51876 -2.98832 0.3828
H -0.63011 2.19805 -3.40660 0.3352
H -3.43290 1.93557 -2.89129 0.2915
H -4.82734 0.42148 -1.84141 0.5986
H -3.76807 0.35359 -0.44996 -0.2062
H -4.58200 -2.20695 -1.03476 0.3832
H -3.44467 -4.29575 -1.77142 0.4257
H -1.37430 -4.10099 -3.16641 0.4313
H -0.60095 -1.83403 -3.82298 0.4315
S 1.02449 -0.41963 -1.09824 -0.2196
C 1.28752 -2.10525 -0.76321 0.4238
C 2.28989 -2.84960 -1.38440 -0.6923
C 2.43747 -4.19046 -1.07275 -0.5924
C 1.59461 -4.80024 -0.14600 -0.6718
C 0.59066 -4.06731 0.46480 -0.8129
C 0.43916 -2.72217 0.14487 0.2827
S -0.91727 -1.79401 0.78060 -0.2395
H 2.95007 -2.37161 -2.09668 0.5144
H 3.22207 -4.76431 -1.54763 0.3949
H 1.72811 -5.84365 0.10480 0.3899
H -0.07373 -4.52393 1.18744 0.5240
C -1.12597 3.56911 0.97557 -0.5597
O -0.57430 2.37786 1.59334 -0.3376
H -1.34122 4.28885 1.76420 0.3137
H -2.05429 3.29301 0.48956 0.2424
H -0.41255 3.97679 0.26709 0.0839
H 0.36730 2.56736 1.72590 0.0639
F 1.58602 2.42837 0.12557 -0.7359
P 2.54537 3.43852 -0.83637 1.5601
F 3.42578 4.40392 -1.74444 -0.2918
F 2.93053 4.22966 0.50832 -0.3898
F 3.76377 2.42077 -0.61421 -0.3822
F 1.24546 4.40840 -1.00821 -0.4311
F 2.04511 2.58951 -2.11226 -0.3468
C 3.29222 -0.12816 1.73488 -1.2185
C 2.11477 0.11918 2.65714 1.5289
C 1.85776 -1.07059 3.56680 -1.3294
C 2.25033 1.42193 3.42255 -1.5769
O 0.92234 0.26069 1.83077 0.8053
H 4.17853 -0.29975 2.34702 0.5113
H 3.47056 0.71734 1.07525 0.1526
H 3.11811 -1.01621 1.12720 0.2361
H 2.70616 -1.19630 4.23977 0.4843
H 1.74482 -1.97896 2.97335 0.2465
H 0.95711 -0.92046 4.16049 0.2571
H 3.09456 1.35064 4.10858 0.5256
H 1.34609 1.63060 3.99696 0.3146
H 2.45422 2.24535 2.73429 0.2546
Cl -1.58870 0.10500 4.11280 -0.3281
Si -2.27962 0.10712 2.18283 0.7608
Cl -3.52123 1.77605 2.06516 -0.3310
Cl -3.70457 -1.38352 2.05238 -0.2772
```

Values from the calculation:
Energy relative to the best compared isomer or geometry (same formula, charge and spin)   0.000 eV
Kohn-Sham gap   6.763 eV
E_HOMO   -8.11 eV



The following is a DFT calculation (the ωB97M-V functional and the def2-TZVPD basis) of the molecule C19H27ClN6O2 at a distorted geometry.

Structure (XYZ):
```
55
Properties=species:S:1:pos:R:3:mulliken_charge:R:1
C 0.12117 -3.66252 -0.77906 -0.9970
C -0.74260 -2.56291 -1.30815 0.9338
C -2.13152 -2.56068 -1.52687 -1.4065
C -2.42005 -1.30314 -2.00218 -0.0778
N -1.23706 -0.63984 -2.05858 -0.3026
C -1.02516 0.75612 -2.38885 0.8126
C 0.11401 0.91907 -3.38236 -1.2116
C -0.82038 1.63006 -1.15401 -0.1116
O -0.37281 2.76126 -1.26821 -0.6947
N -1.16174 1.09585 0.02913 -0.0455
C -0.87796 1.73338 1.29662 0.3722
C 0.64214 1.93682 1.48265 -1.4017
N 1.42561 1.08736 0.62008 0.0226
C 1.58539 -0.23014 0.82133 0.1932
O 1.20363 -0.80657 1.82793 -0.7257
C 2.23859 -0.94828 -0.33162 0.5481
N 2.44345 -0.20786 -1.42421 -0.4960
C 2.95914 -0.80807 -2.49173 0.9497
C 3.15537 0.02602 -3.72131 -1.4311
N 3.31278 -2.09053 -2.57621 -0.6215
C 3.12890 -2.81380 -1.48031 -0.4396
C 2.59139 -2.29264 -0.31390 0.3521
Cl 2.41468 -3.35465 1.03434 -0.1311
C -1.54368 0.95189 2.43088 -1.5173
C -2.04776 1.81305 3.58932 1.0169
C -0.93864 2.59601 4.28935 -1.4577
C -2.80278 0.94515 4.59233 -1.6720
N -0.21304 -1.39308 -1.62856 0.3393
H 0.48186 -3.42699 0.22360 0.0884
H -0.42339 -4.60404 -0.71847 0.4074
H 0.99215 -3.82073 -1.41553 0.1967
H -2.81699 -3.37260 -1.35283 0.4375
H -3.34112 -0.83028 -2.29631 0.4101
H -1.94912 1.11383 -2.84976 0.0912
H 0.24320 1.96469 -3.65259 0.5466
H 1.05023 0.56289 -2.95454 -0.2500
H -0.08739 0.34881 -4.28869 0.5179
H -1.38462 0.11070 0.04888 0.2132
H -1.33172 2.72851 1.25224 0.4550
H 0.91516 2.96561 1.26345 0.1882
H 0.92714 1.72555 2.51217 0.6754
H 1.67006 1.43068 -0.29887 0.4352
H 2.48387 -0.31579 -4.50987 0.2568
H 2.95724 1.07607 -3.52127 0.3604
H 4.17729 -0.07577 -4.08491 0.4310
H 3.41853 -3.85618 -1.52993 0.5046
H -2.40636 0.40930 2.02946 0.4282
H -0.85854 0.18156 2.79965 0.3278
H -2.75945 2.53940 3.18002 0.2252
H -0.16357 1.92704 4.67174 0.2979
H -0.46526 3.31832 3.62122 0.3066
H -1.33654 3.15855 5.13553 0.4508
H -2.14516 0.19448 5.03741 0.3569
H -3.21426 1.54930 5.40216 0.4367
H -3.63430 0.41973 4.11820 0.4050
```

Values from the calculation:
Structure (SMILES)   Cc1ccn([C@H](C)C(=O)N[C@H](CNC(=O)c2nc(C)ncc2Cl)CC(C)C)n1
Energy relative to the best compared isomer or geometry (same formula, charge and spin)   0.918 eV
Kohn-Sham gap   9.075 eV
E_HOMO   -9.10 eV



The following is a DFT calculation (the ωB97M-V functional and the def2-TZVPD basis) of a cluster of 2 separate species, C19H27F6IN3O8P2 in total at a distorted geometry.

Structure (XYZ):
```
66
Properties=species:S:1:pos:R:3:mulliken_charge:R:1
C -4.03586 3.25578 -3.24999 -1.1442
C -2.66000 2.96124 -2.42142 0.2121
C -2.05449 1.60198 -3.03478 -0.6015
C -0.67537 1.10850 -2.37399 -0.7631
C -0.63819 -0.35330 -1.75080 -0.7666
C -1.01531 -0.63848 -0.23489 -0.8047
N 0.08028 -0.17314 0.74168 0.3139
C 0.81276 -1.42961 1.19865 -0.2135
C 1.73633 -2.08225 0.03016 0.1540
O 2.93685 -1.84221 -0.12547 -0.3559
F 1.13339 -3.02734 -0.86245 -0.2491
C -0.43765 0.54748 1.96212 -0.7056
P 0.92620 1.29251 3.07055 1.0232
O 2.02558 2.01748 2.30251 -0.6597
O 0.24955 2.21631 4.36432 -0.4645
O 1.74195 0.10387 4.04390 -0.5703
C -1.74953 1.44184 1.79750 -1.5844
I -2.92195 1.08219 3.66589 0.2572
C -1.67385 2.96871 1.42431 1.3836
F -0.97482 3.27372 0.19586 -0.3102
F -3.04153 3.34650 1.10631 -0.2768
C -1.20764 4.11973 2.40534 0.4404
F -1.67941 5.33179 1.76412 -0.2672
F -1.79910 4.19357 3.67590 -0.1976
F 0.20938 4.34825 2.42022 -0.1923
O -2.71477 0.93833 0.79526 -0.0608
C -2.46364 -0.38246 0.33822 1.7052
O -2.69352 -1.44857 1.36836 -0.2758
N -4.04488 -1.55529 1.58247 0.1103
O -4.26384 -2.23834 2.53231 -0.3806
P -3.99145 -0.81030 -0.81359 -0.1183
N -4.71399 0.75629 -1.32554 -0.5629
O -3.52296 -1.62069 -2.24577 -0.5441
H -4.90543 3.56621 -2.58087 0.2950
H -4.34318 2.26679 -3.77231 0.2376
H -3.84426 3.99425 -4.11623 0.3252
H -1.93487 3.84212 -2.43764 0.4969
H -2.98264 2.72314 -1.35454 -0.3088
H -1.89210 1.83618 -4.16075 0.5466
H -2.76796 0.71177 -3.02393 0.0810
H 0.05649 1.06873 -3.27953 0.4028
H -0.16587 1.83969 -1.66415 0.2785
H 0.49079 -0.63849 -1.84281 0.1643
H -1.10592 -1.07448 -2.52683 0.4255
H -0.95712 -1.80369 -0.20790 0.3408
H 0.73350 0.46004 0.21663 0.8385
H 0.08201 -2.20781 1.64870 0.4617
H 1.59299 -1.24021 2.00563 0.4616
H -0.78305 -0.34142 2.63414 0.7085
H 0.92184 2.28347 5.09210 0.3717
H 0.98965 -0.33644 4.52844 0.3533
H -5.29640 0.46508 -2.14375 0.2973
H -5.43409 1.01775 -0.61519 0.3122
H -4.07900 -1.34380 -3.00874 0.3682
C 7.09651 -2.86295 0.49178 -0.5411
C 7.87762 -3.95666 0.13166 -0.3773
C 7.34236 -4.96209 -0.66755 -0.3703
C 6.02783 -4.86897 -1.11512 -0.5209
C 5.24742 -3.77337 -0.75818 -0.1178
C 5.77987 -2.77191 0.04900 -0.1543
H 7.51346 -2.08093 1.11774 0.3504
H 8.90465 -4.02595 0.47493 0.3625
H 7.94962 -5.81781 -0.94260 0.3613
H 5.61204 -5.65055 -1.74235 0.3546
H 4.22350 -3.70050 -1.10875 0.2972
H 5.17120 -1.92128 0.33171 0.3669
```

Values from the calculation:
Kohn-Sham gap   6.484 eV
Charge   +1
E_HOMO   -10.91 eV